*A*
ORCA calculation (ωB97M-V/def2-TZVPD) on a structure of composition C2H5N5O.

Positions of all 13 atoms, in Å:
C 1.19 0.38 0.47
C -0.60 -0.44 -0.74
H -2.84 0.06 -0.17
H 0.63 2.46 0.35
H 2.75 -0.38 1.34
H 0.76 -1.73 0.44
H -1.05 -2.00 -1.56
N -0.91 1.00 -0.60
N 0.42 1.35 0.21
N 2.25 0.53 1.21
N 0.64 -0.72 -0.09
N -1.31 -1.14 -1.28
O -1.93 0.65 0.44

The spin multiplicity is 1. Its LUMO energy is 0.47 eV. The HOMO-LUMO gap is 9.38 eV.

*B*
ORCA calculation (ωB97M-V/def2-TZVPD) on a cluster of 4 separate species, C2H5N5O in total.

Positions of all 13 atoms, in Å:
C 0.75 0.60 -0.59
C -0.65 0.04 -0.52
H 1.84 0.47 -2.49
H 2.31 2.05 -0.91
H 0.67 -0.27 2.05
H -1.62 -2.13 -0.11
H -2.53 -0.57 1.79
N 1.44 1.18 -1.58
N 1.16 0.68 0.62
N 0.18 0.24 1.36
N -0.73 -0.35 0.68
N -1.55 -1.48 1.28
O -1.27 -0.46 -1.57

The spin multiplicity is 1. Its LUMO energy is -0.69 eV. The HOMO-LUMO gap is 7.57 eV.

*C*
ORCA calculation (ωB97M-V/def2-TZVPD) on the molecule C2H5N5O.

Positions of all 13 atoms, in Å:
N -1.61 -0.44 1.92
C -0.96 -0.22 0.79
N -1.07 0.62 -0.27
C 0.12 0.41 -0.88
N 0.44 1.25 -1.78
O 1.63 0.70 -2.43
N 0.89 -0.53 -0.40
N 0.30 -0.84 0.82
H -2.64 0.01 1.87
H -1.03 -0.31 2.82
H 1.93 1.31 -3.04
H 1.71 -0.04 -0.35
H 0.28 -1.92 0.93

The spin multiplicity is 1. Its LUMO energy is 0.46 eV. The HOMO-LUMO gap is 8.31 eV. As for the SMILES: Nc1n/c(=N/O)[nH][nH]1.

Most stable: *C* (next structure +0.0966 hartree)

*A*
ORCA calculation (ωB97M-V/def2-TZVPD) on a cluster of 10 separate species, H19O10 in total.

Positions of all 29 atoms, in Å:
O 2.76 2.12 2.77
H 2.89 1.11 2.73
H -0.36 0.15 -2.59
O 2.17 -0.96 1.32
H 1.81 -0.36 0.76
H -1.53 1.38 0.29
O -1.42 -0.95 3.08
H 1.56 -1.67 1.44
H -0.51 -0.66 3.45
O -3.03 -1.04 -1.44
H 0.67 0.89 0.68
H 1.92 2.22 2.33
O 1.05 1.17 -0.09
H -3.94 -2.23 -0.23
H -2.24 -1.50 -1.55
O 1.57 -1.71 -1.90
H 1.62 -1.49 -2.86
H 1.85 -0.73 -1.51
O 2.14 1.46 -2.82
H 2.10 1.92 -2.04
H 1.46 1.01 -3.24
O -3.49 -2.89 0.32
H -2.86 -2.57 0.79
H 0.25 0.90 -1.34
O -0.37 0.87 -2.19
H -2.11 -0.56 3.61
O -1.13 2.01 0.82
H -2.70 -0.03 -1.23
H -0.12 2.15 0.64

The spin multiplicity is 1. Its LUMO energy is 2.87 eV. The HOMO-LUMO gap is 8.90 eV. Its total charge is -1.

*B*
ORCA calculation (ωB97M-V/def2-TZVPD) on a cluster of 10 separate species, H19O10 in total.

Positions of all 29 atoms, in Å:
O -1.99 -2.18 0.36
H -1.50 2.01 2.54
H -1.70 -1.19 0.29
O 0.75 -2.25 -1.95
H -0.11 -2.49 -2.40
H 0.33 -0.39 1.01
O -3.41 0.97 -0.48
H 0.47 -1.41 -1.57
H -2.40 0.40 -0.28
O -1.10 0.30 0.25
H 3.36 0.62 -1.04
H -1.28 -2.82 0.26
O 3.75 0.52 -1.97
H -1.67 2.03 -1.67
H -0.15 1.51 -1.87
O 1.57 -2.76 0.50
H 1.45 -2.61 -0.51
H 0.96 -3.49 0.56
O 1.48 1.63 -0.09
H 2.02 1.63 0.69
H -0.23 1.49 3.35
O -0.92 2.16 3.31
H 1.45 -0.79 2.06
H 4.02 -0.39 -2.13
O -0.80 2.22 -2.05
H -3.58 1.59 0.24
O 0.66 -0.25 1.94
H -1.50 -0.01 1.07
H 0.64 1.25 0.17

The spin multiplicity is 1. Its LUMO energy is 2.69 eV. The HOMO-LUMO gap is 8.85 eV. Its total charge is -1.

Most stable: *B* (next structure +0.0876 hartree)

*A*
ORCA calculation (ωB97M-V/def2-TZVPD) on the molecule CHFINO.

Positions of all 6 atoms, in Å:
F -0.77 1.97 0.38
C -0.40 0.76 0.30
N 1.10 0.31 0.13
O 1.42 -0.92 -0.11
I -0.03 -2.24 -0.83
H -1.31 0.11 0.14

The spin multiplicity is 1. Its LUMO energy (spin up / spin down) is -1.60 / -1.60 eV. The HOMO-LUMO gap (spin up / spin down) is 7.42 / 7.42 eV. As for the SMILES: F/C=N/OI.

*B*
ORCA calculation (ωB97M-V/def2-TZVPD) on a cluster of 2 separate species, CHFINO in total.

Positions of all 6 atoms, in Å:
N -0.72 0.69 0.07
C -1.84 0.54 0.01
F -3.09 0.40 -0.07
O 1.61 -1.13 -0.08
I 3.19 0.04 0.03
H 0.85 -0.54 0.04

The spin multiplicity is 1. Its LUMO energy is -0.24 eV. The HOMO-LUMO gap is 8.82 eV. As for the SMILES: N#CF.OI.

Most stable: *B* (next structure +0.1083 hartree)

*A*
ORCA calculation (ωB97M-V/def2-TZVPD) on a cluster of 2 separate species, C6H12Si in total.

Positions of all 19 atoms, in Å:
C 2.23 -0.98 -0.25
C 0.83 -1.26 0.29
C 2.34 0.55 -0.38
C 0.69 -0.08 1.19
C 1.51 0.88 0.89
C -3.88 0.72 -1.00
Si -3.42 -0.70 0.22
H 2.97 -1.27 0.49
H 2.58 -1.48 -1.17
H 0.11 -1.17 -0.42
H 0.73 -2.24 0.74
H 3.32 1.07 -0.14
H 1.97 0.98 -1.25
H 0.19 0.08 2.13
H 1.98 1.63 1.57
H -3.69 1.68 -0.56
H -3.19 0.51 -1.79
H -5.02 0.88 -1.35
H -2.25 0.20 0.80

The spin multiplicity is 1. Its LUMO energy is -0.66 eV. The HOMO-LUMO gap is 7.85 eV.

*B*
ORCA calculation (ωB97M-V/def2-TZVPD) on a cluster of 2 separate species, C6H12Si in total.

Positions of all 19 atoms, in Å:
C 3.48 -1.34 -1.87
C 2.35 -1.69 -1.22
C 0.25 -2.74 -0.69
C 1.32 -2.62 -1.49
C -3.37 1.74 1.31
C -0.53 2.99 1.56
Si -1.43 1.32 0.96
H 4.01 -0.43 -1.66
H 3.70 -2.00 -2.81
H 2.18 -1.20 -0.22
H -0.56 -3.54 -1.01
H -0.28 -1.92 -0.08
H 1.38 -3.35 -2.17
H -3.65 1.04 2.15
H -3.67 2.72 1.66
H -4.02 1.38 0.48
H 0.02 2.57 2.38
H 0.18 3.36 0.91
H -1.35 3.74 1.81

The spin multiplicity is 1. Its LUMO energy is -0.35 eV. The HOMO-LUMO gap is 7.82 eV.

Most stable: *A* (next structure +0.0094 hartree)